(1)
The following is a quantum chemistry calculation of a 3-piece molecular cluster, C26H59BN11O5P2S overall in a non-equilibrium geometry, from OMol25.

The geometry in XYZ format:
```
105
Properties=species:S:1:pos:R:3:forces:R:3
C 3.389 1.076 -0.353 -0.5 0.2 -0.6
C 3.915 2.152 -0.397 -0.5 0.5 0.5
C 4.339 3.559 -0.284 0.8 -1.2 0.3
N 4.192 4.256 -1.570 0.0 0.4 -0.1
C 5.429 4.521 -2.306 0.7 -0.2 -0.3
C 6.425 5.363 -1.534 0.5 -0.2 0.5
N 7.620 4.954 -1.511 -0.1 -0.1 0.1
C 3.002 4.592 -1.990 -0.3 0.1 0.1
N 1.936 4.307 -1.149 0.2 0.6 0.0
C 0.902 5.338 -1.079 -0.2 -0.2 -0.2
C 0.487 5.881 -2.462 0.6 -0.3 0.2
S -0.643 4.634 -3.116 -2.8 -2.0 1.0
C -0.911 4.648 -4.874 0.1 0.0 -0.5
O -0.244 3.288 -2.723 1.4 0.6 -0.5
O -1.916 4.938 -2.496 0.5 1.2 -0.4
C 1.780 6.275 -3.207 0.8 1.6 -0.1
N 2.274 7.476 -2.523 -0.5 -0.3 0.0
C 1.592 6.730 -4.603 -0.3 -0.6 0.3
C 1.428 7.097 -5.731 -0.6 -0.4 -0.1
N 2.866 5.243 -3.202 -0.7 -0.8 0.7
B 2.840 4.326 -4.430 1.0 -0.3 -1.4
O 1.953 3.294 -4.605 1.1 0.2 0.8
C 3.928 4.564 -5.552 -1.1 0.8 -0.4
C 3.403 4.210 -6.967 0.7 0.2 0.2
H 2.730 0.242 -0.471 0.5 -0.3 0.3
H 3.809 4.074 0.516 -0.3 0.0 -0.3
H 5.392 3.541 0.010 0.0 0.4 -0.3
H 5.266 4.972 -3.283 -0.5 0.1 0.2
H 5.915 3.556 -2.486 0.0 0.1 0.0
H 6.160 6.277 -0.991 -0.6 -0.1 -0.3
H 8.206 5.583 -0.962 0.1 0.0 -0.2
H 1.562 3.369 -1.280 0.1 0.0 0.2
H 0.052 4.917 -0.544 0.0 0.1 -0.1
H 1.272 6.177 -0.485 -0.1 -0.1 0.0
H -0.089 6.786 -2.269 -0.2 -0.1 -0.5
H -1.931 4.274 -4.996 0.0 0.0 0.4
H -0.883 5.644 -5.312 0.2 0.0 0.2
H -0.254 3.944 -5.382 0.2 0.3 0.2
H 2.972 7.945 -3.084 0.1 0.0 0.2
H 2.605 7.274 -1.589 0.2 0.2 -0.1
H 1.045 7.243 -6.718 0.4 0.3 0.0
H 2.014 2.674 -3.860 -1.0 0.0 0.0
H 4.852 4.013 -5.336 -0.1 0.0 0.1
H 4.163 5.636 -5.576 0.3 -0.2 0.2
H 2.570 4.862 -7.240 -0.1 -0.2 0.1
H 3.120 3.160 -7.039 -0.1 0.1 -0.1
H 4.198 4.434 -7.682 -0.1 -0.3 -0.1
O 3.313 -2.752 1.181 -2.2 2.2 -1.9
P 2.102 -2.777 2.095 2.4 -3.6 4.5
N 2.867 -2.119 3.493 0.1 0.8 0.3
C 3.253 -2.811 4.701 -0.3 -0.1 0.2
C 3.579 -0.866 3.290 0.1 -0.1 -0.5
N 1.852 -4.484 2.076 -0.2 -0.4 -0.9
C 2.187 -5.364 3.175 -0.4 0.2 0.4
C 2.149 -5.136 0.802 0.3 0.1 -0.1
N 0.564 -2.562 2.819 -0.1 0.6 -1.7
C 0.235 -1.582 3.844 0.0 0.6 -0.1
C -0.609 -3.294 2.335 -0.3 0.1 -0.3
H 3.325 -2.105 5.534 0.1 0.1 -0.1
H 4.219 -3.322 4.601 0.0 -0.1 0.1
H 2.501 -3.529 5.024 0.0 -0.1 -0.2
H 2.876 -0.061 3.032 0.1 0.1 0.0
H 4.319 -0.935 2.486 0.0 0.0 0.0
H 4.103 -0.554 4.192 -0.1 -0.1 0.1
H 3.254 -5.329 3.430 0.0 0.0 0.1
H 1.942 -6.397 2.920 0.0 0.1 -0.2
H 1.586 -5.137 4.058 0.1 0.1 0.1
H 3.218 -5.349 0.684 0.0 0.0 -0.1
H 1.838 -4.513 -0.036 0.1 0.0 0.0
H 1.597 -6.076 0.726 0.0 0.0 0.2
H 0.341 -2.023 4.838 0.1 0.0 0.0
H -0.795 -1.232 3.745 0.0 -0.2 -0.1
H 0.856 -0.692 3.787 0.1 -0.1 0.1
H -0.833 -4.128 3.002 0.0 0.0 0.0
H -0.458 -3.681 1.331 0.1 -0.2 0.1
H -1.494 -2.656 2.282 0.1 0.1 0.2
O -4.206 -3.521 2.762 -0.3 2.5 -2.2
P -5.480 -3.901 2.038 -1.3 -4.7 2.9
N -6.601 -3.779 3.327 -0.3 0.5 0.1
C -7.260 -4.856 4.030 -0.3 -0.2 -0.3
C -6.569 -2.527 4.074 0.5 0.2 -0.1
N -4.992 -5.492 1.564 0.7 -0.1 -0.5
C -5.516 -6.710 2.146 -0.6 0.1 -0.1
C -3.567 -5.636 1.293 0.2 0.2 0.3
N -6.729 -3.949 0.867 1.0 1.3 -0.5
C -8.064 -3.394 1.032 -0.2 0.5 0.1
C -6.478 -4.451 -0.483 0.1 0.1 -0.2
H -8.184 -4.495 4.489 0.1 0.1 0.1
H -6.632 -5.289 4.818 -0.1 -0.1 0.0
H -7.588 -5.648 3.358 0.2 0.0 0.0
H -6.885 -1.691 3.437 0.0 0.0 0.1
H -5.570 -2.298 4.456 0.0 0.0 0.0
H -7.247 -2.554 4.925 -0.1 -0.2 -0.1
H -5.338 -6.769 3.227 -0.1 -0.1 0.0
H -5.047 -7.582 1.686 0.1 0.1 -0.1
H -6.583 -6.817 1.939 0.0 0.1 0.2
H -2.988 -5.788 2.213 0.1 0.0 -0.1
H -3.177 -4.748 0.795 0.0 0.0 0.1
H -3.386 -6.482 0.625 -0.2 -0.1 0.0
H -8.751 -4.160 1.402 0.0 0.0 0.1
H -8.462 -3.021 0.086 0.2 -0.1 -0.1
H -8.084 -2.548 1.714 0.0 -0.1 0.1
H -6.862 -5.469 -0.586 0.0 0.0 0.0
H -5.418 -4.456 -0.721 0.0 -0.2 0.1
H -6.959 -3.824 -1.238 -0.1 0.1 0.1
```
Positions in Å, forces in eV/Å.

Calculated values
* total charge: +1
* max |F|: 0.1216 hartree/bohr
* E_LUMO: -3.54 eV
* frontier orbital gap: 5.8 eV

=====

(2)
The following is a quantum chemistry calculation of C26H59MoO2P3 as an isolated structure in a non-equilibrium geometry, from OMol25.

The geometry in XYZ format:
```
91
Properties=species:S:1:pos:R:3:forces:R:3
Mo 0.778 -1.544 -1.034 0.1 0.5 1.1
C 0.182 -1.525 -2.887 -4.1 0.7 -9.5
O -0.215 -1.420 -4.002 2.6 -0.8 6.2
C -0.266 -2.534 0.264 -4.6 -3.0 6.0
O -1.009 -3.002 1.088 4.2 2.5 -4.8
P 2.999 -1.544 -0.630 2.8 0.5 2.3
C 3.780 -1.498 1.084 0.2 0.0 0.2
H 4.773 -1.995 1.015 -0.6 0.2 -0.3
C 2.916 -3.279 -1.277 -0.4 -0.1 -0.7
H 1.970 -3.700 -0.867 0.0 -0.2 0.1
C 3.829 -0.249 -1.660 0.1 0.4 -0.2
H 3.731 0.655 -1.033 0.1 -0.3 0.0
C -2.976 1.949 -3.013 -0.4 0.5 -0.3
P -3.555 0.946 -1.561 1.3 0.8 0.5
H -5.340 2.109 -0.224 0.9 -0.1 0.2
H -2.407 2.780 -2.558 -0.4 -0.2 0.2
C -4.211 -0.793 -1.911 -0.2 -0.6 0.2
H -5.141 -0.753 -2.533 0.7 0.7 0.4
C 2.840 -3.378 -2.807 0.2 -0.1 -0.6
H 3.744 -2.955 -3.274 -0.3 -0.3 0.1
H 1.966 -2.855 -3.221 0.4 -0.2 0.0
H 2.730 -4.434 -3.123 0.2 0.5 0.3
C 4.092 -4.087 -0.682 0.2 0.0 0.6
H 4.122 -5.118 -1.074 -0.2 0.5 0.0
H 4.000 -4.142 0.409 0.2 -0.1 -0.3
H 5.039 -3.584 -0.919 -0.2 -0.2 0.0
C 5.311 -0.665 -1.755 0.2 -0.4 0.1
H 5.753 -0.776 -0.753 0.0 0.1 -0.4
H 5.914 0.079 -2.307 -0.4 -0.2 0.2
H 5.399 -1.634 -2.270 0.1 0.4 0.0
C 3.182 0.085 -3.019 -0.1 -0.5 -0.2
H 3.813 0.829 -3.544 -0.4 -0.4 0.3
H 2.178 0.531 -2.889 0.2 0.0 -0.1
H 3.079 -0.803 -3.671 0.2 0.5 0.2
C 4.033 -0.038 1.516 0.2 0.3 -0.2
H 4.823 0.434 0.910 -0.2 -0.2 0.3
H 4.372 0.002 2.566 -0.2 -0.2 -0.4
H 3.142 0.604 1.417 0.2 -0.3 0.0
C 2.960 -2.284 2.128 -0.1 -0.4 0.1
H 2.105 -1.722 2.538 0.4 -0.1 -0.2
H 3.626 -2.556 2.965 -0.3 0.2 -0.3
H 2.554 -3.233 1.745 0.2 0.2 0.1
C -4.274 2.477 -3.637 -0.2 0.1 -0.4
H -4.902 2.977 -2.885 0.1 -0.1 -0.2
H -4.848 1.635 -4.050 0.0 0.3 -0.1
H -4.101 3.210 -4.439 0.1 -0.3 0.2
C -1.974 1.308 -4.003 -0.2 -0.4 -0.1
H -2.373 0.434 -4.535 0.0 0.3 0.1
C -3.842 1.309 1.223 0.2 -0.4 -0.1
H -1.050 0.994 -3.498 -0.2 0.1 0.1
H -1.662 2.027 -4.784 -0.4 -0.1 0.5
C -3.521 3.377 -0.124 0.2 -0.1 -0.4
H -2.739 1.307 1.327 -0.5 0.1 -0.1
H -4.245 1.839 2.098 -0.1 0.0 -0.4
H -4.150 0.261 1.309 -0.1 0.3 0.0
C -4.229 2.003 -0.109 -0.9 0.0 -0.2
H -3.830 3.980 0.736 -0.1 -0.3 -0.1
H -3.691 3.984 -1.020 -0.1 -0.2 0.2
H -2.430 3.227 -0.022 -0.3 0.1 -0.1
C -4.584 -1.484 -0.581 -0.2 0.1 0.2
H -3.676 -1.740 -0.011 -0.3 0.1 -0.1
H -5.126 -2.424 -0.767 0.2 0.3 -0.1
H -5.235 -0.859 0.041 0.1 -0.3 -0.2
C -3.227 -1.726 -2.659 0.4 0.2 -0.3
H -2.657 -1.246 -3.460 -0.4 0.0 0.1
H -3.767 -2.574 -3.116 0.1 0.4 0.3
H -2.479 -2.159 -1.971 -0.3 0.1 0.1
H -2.303 1.020 -0.882 0.1 -1.3 -0.2
H 1.532 0.214 2.464 -0.7 -0.4 -1.2
C 2.324 2.308 4.149 0.4 0.5 0.0
C 1.395 1.146 4.495 -0.6 -0.5 0.1
P 0.374 0.788 2.993 0.1 0.6 1.0
C -1.073 -0.303 3.249 0.3 -0.7 -0.3
C -1.927 0.192 4.418 -0.2 0.4 0.3
C -0.146 2.250 2.011 0.4 0.4 -0.4
C -0.840 3.335 2.859 -0.4 0.2 0.3
H 3.193 1.957 3.576 -0.2 0.0 0.2
H 2.710 2.797 5.052 -0.2 -0.2 -0.2
H 1.836 3.065 3.528 0.1 0.1 0.3
H 2.011 0.238 4.581 -0.3 0.0 0.1
H 0.818 1.185 5.431 0.1 0.5 -0.4
H -0.715 -1.324 3.442 0.1 0.2 0.1
H -1.659 -0.385 2.314 0.3 0.3 0.3
H -2.656 -0.567 4.722 0.2 0.1 -0.2
H -2.475 1.108 4.167 0.1 -0.2 0.1
H -1.304 0.410 5.293 -0.2 -0.1 -0.1
H 0.745 2.689 1.531 -0.1 -0.2 0.3
H -0.785 1.946 1.159 0.2 -0.2 0.5
H -0.291 3.530 3.791 -0.2 -0.1 -0.2
H -0.892 4.299 2.326 0.1 -0.5 0.0
H -1.874 3.065 3.119 0.4 0.0 0.0
```
Positions in Å, forces in eV/Å.

Calculated values
* total charge: +4
* 2S+1: 3
* energy above the lowest of the compared OMol25 structures with the same formula, charge and spin: 0.0 kcal per mole
* max |F|: 0.2026 hartree/bohr
* E_LUMO (alpha / beta): -14.27 / -14.70 eV
* frontier orbital gap (alpha / beta): 6.4 / 6.5 eV

=====

Among the records above, which one has the lowest max |F|?
C26H59BN11O5P2S

=====

Which of these has the lowest total charge?
C26H59BN11O5P2S